{"formula": "C12H35O6Pt", "method": "ωB97M-V with the def2-TZVPD basis set", "symbols": ["Pt", "C", "C", "O", "H", "H", "H", "H", "H", "C", "C", "O", "H", "H", "H", "H", "H", "H", "C", "C", "O", "H", "H", "H", "H", "H", "H", "C", "C", "O", "H", "H", "H", "H", "H", "H", "C", "C", "O", "H", "H", "H", "H", "H", "H", "C", "C", "O", "H", "H", "H", "H", "H", "H"], "xyz": [[-0.259005, -0.209145, -0.013551], [1.328440, -2.220778, 3.532857], [0.611003, -2.534193, 2.179694], [0.893883, -1.674390, 1.102937], [1.142090, -1.206072, 3.884612], [2.397077, -2.336287, 3.351836], [1.059808, -2.983523, 4.263717], [-0.465813, -2.550276, 2.347970], [0.933139, -3.552979, 1.964266], [-1.365118, 0.841769, 3.690787], [-2.058233, 1.077108, 2.360266], [-1.760455, -0.006316, 1.511022], [-1.829347, -0.049979, 4.111941], [-1.553897, 1.606851, 4.443849], [-0.317685, 0.563782, 3.573727], [-1.669858, 2.021936, 1.980055], [-3.121064, 1.277852, 2.495143], [-2.372706, -0.714799, 1.722686], [-0.557523, -3.783871, -1.478056], [-1.712788, -2.956623, -0.826201], [-1.559372, -1.559890, -1.132743], [0.418825, -3.338103, -1.287953], [-0.701707, -3.722416, -2.556725], [-0.632304, -4.812731, -1.125995], [-1.792387, -3.138803, 0.245515], [-2.680996, -3.323099, -1.167336], [-1.689727, -1.522787, -2.083121], [1.542721, 3.129815, 2.187151], [1.584266, 2.713716, 0.715919], [1.306543, 1.343477, 0.649318], [0.592749, 2.867536, 2.652825], [1.607351, 4.214985, 2.266825], [2.328542, 2.646628, 2.767762], [2.551294, 3.039153, 0.332458], [0.804832, 3.151722, 0.092417], [2.079575, 0.896858, 1.002243], [1.413528, -0.236495, -4.145416], [1.473332, -0.947812, -2.810962], [1.197200, -0.061103, -1.706318], [1.963006, 0.690195, -3.979832], [0.405733, 0.044813, -4.450875], [1.925098, -0.885681, -4.856018], [2.512174, -1.270047, -2.739773], [0.843780, -1.828870, -2.935467], [1.910205, 0.581650, -1.715445], [-0.384188, 2.864914, -2.672752], [-1.377754, 1.747061, -2.328792], [-1.331953, 1.417497, -0.959749], [-0.470929, 3.108120, -3.731723], [0.655427, 2.593976, -2.488641], [-0.580690, 3.817273, -2.180314], [-1.140472, 0.829490, -2.867186], [-2.371303, 2.118496, -2.579778], [-1.724344, 2.220398, -0.609073]], "forces_ev_per_a": [[1.62, -1.33, 1.39], [0.01, -0.04, -1.33], [-0.03, 0.79, 0.35], [0.52, 0.44, -0.26], [-0.12, -0.09, 0.15], [0.12, 0.17, 0.08], [-0.20, 0.19, 0.15], [-0.43, -0.20, 0.25], [-0.12, -0.29, -0.44], [-0.81, -0.96, 0.44], [0.84, 1.56, 1.51], [-1.43, -0.04, 0.20], [-0.01, -0.23, 0.21], [0.31, 0.28, -0.27], [0.05, 0.50, -0.09], [0.23, -0.21, -0.77], [-0.18, -0.53, -0.17], [0.07, -0.35, -0.10], [-1.13, 0.96, 0.34], [0.84, -1.54, -0.04], [-1.10, -0.97, -0.14], [-0.09, -0.17, 0.55], [-0.06, -0.40, -0.17], [0.24, 0.03, -0.20], [0.61, 0.65, 0.14], [-0.06, 0.24, -0.51], [0.07, 0.46, -0.22], [-0.65, 0.56, -0.30], [-0.72, 1.31, 1.11], [1.23, -0.78, -0.29], [-0.07, -0.19, -0.10], [0.34, 0.02, 0.12], [0.14, 0.12, -0.12], [0.15, -0.54, -0.46], [0.05, 0.48, 0.24], [-0.05, -0.79, 0.28], [0.08, 0.60, 0.71], [0.76, -0.05, -1.16], [-0.11, -0.93, -1.19], [0.25, 0.15, -0.64], [0.01, -0.24, -0.18], [-0.20, 0.33, -0.31], [-0.08, -0.39, 0.47], [-0.25, 0.16, 1.23], [0.03, 0.21, 0.39], [0.01, -0.19, -0.50], [0.91, 0.63, -1.31], [-1.06, 1.37, -0.31], [0.02, -0.15, -0.15], [-0.07, -0.13, 0.10], [-0.21, -0.13, 0.38], [-0.13, 0.18, -0.18], [-0.19, -0.39, -0.11], [0.05, -0.16, 1.27]], "mulliken_spin": [1.447, 0.007, -0.003, 0.165, 0.001, 0.000, 0.001, 0.004, 0.001, -0.003, 0.012, 0.059, -0.001, 0.001, 0.003, 0.005, 0.001, 0.001, -0.003, 0.007, 0.067, 0.003, 0.000, 0.000, 0.002, 0.000, 0.005, -0.001, 0.005, 0.070, 0.000, 0.001, 0.000, 0.001, 0.003, -0.009, 0.003, -0.002, 0.085, 0.000, 0.000, 0.000, 0.000, 0.002, -0.001, -0.001, 0.003, 0.052, 0.000, 0.001, 0.000, 0.005, -0.001, 0.004], "spin_multiplicity": 3, "homo_ha": [-0.3781, -0.3851], "total_charge": 1, "max_force_ev_per_a": 2.5, "lumo_energy_ev": [-2.4, -2.5], "gap_ha": [0.2891, 0.2941], "e_tot_ha": -1048.5494}